(1)
{
  "formula": "C13H23BF4N2OPZn",
  "method": "ωB97M-V/def2-TZVPD",
  "e_above_lowest_ev": 0.213,
  "homo_ev": -12.462,
  "total_charge": 1,
  "fmax_ha_per_bohr": 0.0132,
  "molar_mass_g_mol": 406.51,
  "homo_lumo_gap_ev": 10.219,
  "e_tot_ha": -3239.03853,
  "species": ["Zn", "C", "C", "C", "C", "C", "C", "C", "H", "H", "H", "H", "H", "H", "H", "H", "F", "B", "F", "F", "F", "C", "P", "C", "C", "O", "H", "H", "H", "H", "H", "H", "H", "H", "H", "C", "N", "C", "C", "N", "H", "H", "H", "H", "H", "H"],
  "coordinates": [[0.13782, -0.04105, -0.25774], [-0.45135, 3.87731, 0.53580], [-1.03545, 2.86487, -0.40494], [-0.20037, 2.13593, -1.26347], [-0.75230, 1.32224, -2.25955], [-2.13071, 1.16074, -2.34651], [-2.95181, 1.83518, -1.45840], [-2.40712, 2.68931, -0.50701], [0.50829, 3.54676, 0.93189], [-1.13122, 4.09545, 1.35785], [-0.27747, 4.81253, -0.00034], [0.86030, 2.36887, -1.28495], [-0.10318, 0.87862, -3.00320], [-2.56177, 0.54709, -3.12607], [-4.02591, 1.72069, -1.52262], [-3.06412, 3.24999, 0.14711], [2.11180, 0.21268, -0.23166], [2.74966, -0.96587, 0.50691], [3.65696, -0.46355, 1.38025], [3.23293, -1.82042, -0.44109], [1.64172, -1.54596, 1.20193], [-1.47563, 1.49027, 3.68441], [-0.29243, 0.39963, 2.87027], [-0.45869, -1.25315, 3.55890], [1.36301, 1.01421, 3.21462], [-0.60558, 0.40182, 1.37795], [-1.44892, 1.34634, 4.76465], [-2.47369, 1.27119, 3.30755], [-1.22359, 2.52523, 3.45765], [-0.38271, -1.23651, 4.64610], [0.33173, -1.88035, 3.14812], [-1.42798, -1.65520, 3.26551], [1.50669, 1.12496, 4.29021], [1.48754, 1.98240, 2.73213], [2.10740, 0.31897, 2.82454], [2.01608, -3.95523, -2.79014], [0.75604, -3.23725, -3.00280], [-0.06714, -3.64199, -4.14500], [0.34193, -2.33328, -2.18085], [-0.03839, -1.51846, -1.45061], [2.64866, -3.83825, -3.66966], [1.80917, -5.01429, -2.63639], [2.53512, -3.55103, -1.92552], [0.50121, -3.51204, -5.06536], [-0.97011, -3.03896, -4.19078], [-0.34644, -4.69045, -4.03972]],
  "lowdin_charge": [0.752, -0.026, -0.280, -0.113, -0.126, -0.076, -0.046, -0.028, 0.076, 0.078, 0.099, 0.128, 0.114, 0.112, 0.116, 0.123, -0.011, -1.179, 0.193, 0.177, 0.071, -0.143, 0.647, -0.142, -0.127, -0.392, 0.066, 0.066, 0.052, 0.069, 0.053, 0.068, 0.075, 0.062, 0.045, 0.010, -0.161, -0.003, -0.173, 0.185, 0.104, 0.102, 0.087, 0.100, 0.098, 0.101]
}

---

(2)
{
  "formula": "C13H23BrN2O4SiV",
  "method": "ωB97M-V/def2-TZVPD",
  "spin_multiplicity": 4,
  "homo_ev": [2.627, -1.904],
  "total_charge": -2,
  "fmax_ha_per_bohr": 0.1008,
  "molar_mass_g_mol": 430.27,
  "homo_lumo_gap_ev": [2.106, 6.549],
  "e_tot_ha": -4727.21215,
  "species": ["V", "N", "C", "C", "C", "N", "H", "H", "H", "H", "H", "H", "H", "H", "H", "H", "Br", "C", "C", "C", "C", "C", "C", "C", "O", "O", "H", "H", "H", "H", "C", "Si", "C", "C", "O", "H", "H", "H", "H", "H", "H", "H", "H", "H", "O"],
  "coordinates": [[0.00000, 0.00000, 0.00000], [2.03310, 0.00000, -0.05260], [2.67840, -0.93220, 0.85050], [2.31730, -0.66150, 2.31730], [0.85050, -0.93220, 2.67840], [-0.05260, 0.00000, 2.03320], [2.27910, -0.23640, -1.18260], [2.39770, 0.94370, 0.04270], [3.76400, -0.85780, 0.72490], [2.38990, -1.95440, 0.58280], [2.58500, 0.36900, 2.58500], [2.94220, -1.31220, 2.94220], [0.72490, -0.85780, 3.76400], [0.58280, -1.95440, 2.38990], [0.04270, 0.94370, 2.39770], [-1.18260, -0.23640, 2.27910], [1.80700, 8.19870, -0.06570], [0.63330, 6.71500, -0.02300], [-0.74360, 6.92950, 0.02720], [-1.61030, 5.83840, 0.05880], [-1.09600, 4.53990, 0.03990], [0.28980, 4.30930, -0.01060], [1.15030, 5.42010, -0.04200], [0.84250, 2.89810, -0.03090], [2.10660, 2.77320, -0.07710], [0.00000, 1.94660, 0.00000], [-1.14790, 7.93640, 0.04200], [-2.68450, 5.98990, 0.09800], [-1.77210, 3.68580, 0.06460], [2.22470, 5.24930, -0.08120], [-4.10790, -0.73670, 1.67300], [-3.21630, -0.93090, 0.02960], [-4.38890, -0.41910, -1.34760], [-2.78320, -2.74540, -0.20150], [-1.84660, 0.00000, 0.00000], [-5.01320, -1.35050, 1.69540], [-4.39580, 0.30650, 1.83350], [-3.46210, -1.04620, 2.50000], [-5.29470, -1.03240, -1.33050], [-3.91090, -0.53900, -2.32430], [-4.68120, 0.62900, -1.23430], [-3.68610, -3.36280, -0.18240], [-2.11660, -3.08640, 0.59620], [-2.28000, -2.90170, -1.16020], [0.00000, -1.61360, 0.00000]],
  "lowdin_charge": [0.633, -0.109, -0.289, -0.179, -0.283, -0.081, 0.183, 0.036, 0.095, 0.099, 0.113, 0.099, 0.094, 0.107, 0.093, 0.180, 0.572, -0.762, -0.260, -0.166, -0.087, -0.192, -0.127, -0.597, -0.102, -0.184, 0.046, 0.070, 0.092, 0.085, -0.194, 0.280, -0.188, -0.197, -0.482, 0.010, 0.021, 0.008, 0.008, 0.022, 0.020, 0.005, 0.014, 0.023, -0.533]
}

---

(3)
{
  "formula": "C13H23Cl3MoNO4P2",
  "method": "ωB97M-V/def2-TZVPD",
  "spin_multiplicity": 3,
  "homo_ev": [-18.224, -18.224],
  "total_charge": 3,
  "fmax_ha_per_bohr": 0.0961,
  "molar_mass_g_mol": 521.58,
  "homo_lumo_gap_ev": [3.923, 4.794],
  "e_tot_ha": -2995.17248,
  "species": ["Mo", "P", "C", "C", "N", "C", "C", "C", "C", "C", "P", "H", "H", "H", "H", "H", "H", "H", "H", "O", "H", "H", "O", "H", "C", "H", "H", "H", "C", "H", "H", "H", "C", "H", "H", "H", "C", "H", "H", "H", "Cl", "C", "Cl", "Cl", "C", "O", "O"],
  "coordinates": [[-0.23996, -0.58920, -0.25966], [-0.34723, 0.72231, -2.10122], [-1.85601, 1.72844, -2.08091], [-2.64472, 1.46978, -0.79051], [-2.14243, 0.51085, 0.05661], [-2.77675, 0.29048, 1.23222], [-4.05635, 0.78532, 1.47895], [-4.66363, 1.63857, 0.56193], [-3.92844, 1.99626, -0.56659], [-1.97053, -0.44587, 2.27640], [-0.11489, 0.05279, 2.24481], [-4.36456, 2.64204, -1.33773], [-4.53337, 0.55143, 2.43703], [-5.68758, 2.00608, 0.72833], [-2.25854, -0.14347, 3.28443], [-2.06541, -1.54653, 2.25936], [-1.55326, 2.77202, -2.30410], [-2.47800, 1.29246, -2.92687], [0.70476, 5.49674, 0.08447], [-0.14252, 5.86546, -0.20904], [0.12220, 6.63753, -0.76401], [1.85473, 2.51121, 1.11016], [2.73736, 2.92205, 1.10353], [2.96712, 2.85445, 2.06144], [-0.09730, 1.68174, 3.14856], [-0.63879, 1.56748, 4.11444], [0.96111, 1.94072, 3.36343], [-0.52820, 2.50535, 2.54765], [0.52210, -1.03018, 3.61515], [1.62614, -1.01722, 3.55841], [0.20782, -0.59147, 4.58138], [0.15541, -2.06963, 3.52234], [-0.89208, -0.28741, -3.56749], [-1.42910, 0.35283, -4.28276], [0.03692, -0.66952, -4.00006], [-1.54750, -1.12019, -3.26821], [0.94583, 1.78082, -2.72425], [1.72243, 1.15696, -3.16893], [0.58764, 2.47881, -3.48842], [1.39726, 2.35302, -1.90991], [2.61519, -4.47484, -0.93253], [1.35194, -3.28063, -0.89771], [0.97648, -2.81156, 0.84504], [1.82609, -1.67707, -1.74963], [-0.01174, -3.63548, -1.64046], [-0.11845, -4.76121, -2.10138], [-0.84543, -2.66074, -1.53083]],
  "lowdin_charge": [1.242, 0.734, -0.219, -0.237, -0.065, -0.306, 0.044, 0.056, 0.047, -0.241, 0.844, 0.154, 0.153, 0.160, 0.110, 0.114, 0.132, 0.126, 0.020, -0.090, 0.070, -0.018, -0.056, 0.069, -0.207, 0.089, 0.063, 0.069, -0.232, 0.072, 0.087, 0.054, -0.178, 0.087, 0.059, 0.066, -0.190, 0.067, 0.100, 0.066, 0.812, -1.295, 0.654, 0.653, -0.732, 0.163, -0.172]
}

---

(4)
{
  "formula": "C13H23ClNO4PPb",
  "method": "ωB97M-V/def2-TZVPD",
  "e_above_lowest_ev": 0.191,
  "homo_ev": -7.295,
  "total_charge": 0,
  "fmax_ha_per_bohr": 0.0483,
  "molar_mass_g_mol": 530.96,
  "homo_lumo_gap_ev": 6.924,
  "e_tot_ha": -1858.92665,
  "species": ["C", "C", "C", "C", "C", "C", "C", "C", "N", "Pb", "C", "P", "H", "H", "H", "H", "H", "H", "H", "H", "C", "C", "H", "C", "C", "H", "H", "H", "H", "H", "H", "H", "H", "H", "H", "H", "H", "H", "H", "O", "Cl", "O", "O", "O"],
  "coordinates": [[0.68695, -3.37698, 0.65702], [1.76601, -2.52416, 0.45812], [1.65261, -1.14046, 0.73603], [0.49109, -0.67647, 1.30464], [-0.62426, -1.48117, 1.41307], [-0.52136, -2.86150, 1.12743], [2.79856, -0.25146, 0.33827], [3.08693, -0.37070, -1.17922], [1.99678, 0.00034, -2.03961], [0.63887, 1.60649, 2.49654], [-1.97358, -0.88526, 1.75797], [-2.58131, 0.13712, 0.37838], [2.71570, -2.90717, 0.08013], [-1.39537, -3.49358, 1.26411], [0.77729, -4.44167, 0.44617], [-1.92844, -0.23189, 2.64722], [-2.73044, -1.67202, 1.92416], [2.60212, 0.80361, 0.58418], [3.71256, -0.56358, 0.86283], [3.92887, 0.29173, -1.43859], [-4.19206, 0.80224, 0.75039], [-2.62992, -0.87490, -1.10082], [3.32987, -1.42332, -1.40354], [1.11989, -0.97515, -2.59476], [1.84097, 1.35926, -2.45762], [-1.66317, 1.17499, 0.07436], [1.29528, -1.08108, -3.67784], [1.28490, -1.95102, -2.11947], [0.06069, -0.68865, -2.47337], [2.25721, 1.49727, -3.47277], [0.77760, 1.64452, -2.48773], [2.37320, 2.01642, -1.76301], [-3.58327, -1.42185, -1.11894], [-2.54427, -0.20420, -1.96862], [-1.79244, -1.58222, -1.10693], [-4.92183, -0.01482, 0.68142], [-4.17596, 1.23187, 1.76043], [-4.44025, 1.59483, 0.03435], [-0.30503, 1.67039, 0.08201], [1.47562, 4.88873, 2.64658], [0.09822, 4.81878, 2.09816], [-0.57054, 3.54501, 2.81304], [-0.71883, 5.94749, 2.55709], [0.52454, 2.06419, 0.42871]],
  "lowdin_charge": [-0.089, -0.057, -0.273, -0.215, -0.374, -0.075, -0.150, -0.191, -0.292, 1.286, -0.268, 0.969, 0.113, 0.099, 0.101, 0.089, 0.107, 0.071, 0.119, 0.122, -0.200, -0.191, 0.110, -0.096, -0.101, 0.045, 0.081, 0.078, 0.061, 0.081, 0.075, 0.084, 0.067, 0.067, 0.052, 0.068, 0.071, 0.070, -0.105, -0.503, 0.845, -0.758, -0.471, -0.523]
}

---

(5)
{
  "formula": "C13H23F5N3O2",
  "method": "ωB97M-V/def2-TZVPD",
  "homo_ev": -10.823,
  "total_charge": 1,
  "fmax_ha_per_bohr": 0.1007,
  "molar_mass_g_mol": 348.34,
  "homo_lumo_gap_ev": 5.076,
  "e_tot_ha": -1322.86001,
  "species": ["N", "C", "N", "C", "C", "N", "C", "F", "F", "C", "F", "F", "F", "H", "H", "H", "H", "H", "H", "H", "C", "C", "C", "O", "C", "H", "H", "H", "H", "H", "H", "H", "H", "C", "C", "C", "O", "C", "H", "H", "H", "H", "H", "H", "H", "H"],
  "coordinates": [[4.69184, -5.45167, -2.95843], [3.93688, -4.36537, -2.75510], [3.96859, -3.08784, -3.45282], [3.55711, -2.02506, -2.45410], [3.09649, -2.89570, -1.19750], [2.90858, -4.29263, -1.66569], [1.61571, -4.68419, -2.23874], [1.23425, -5.88557, -1.57746], [1.67220, -5.02815, -3.61165], [0.41459, -3.66676, -2.02156], [0.52110, -2.48920, -2.78971], [0.12095, -3.40383, -0.67895], [-0.73804, -4.31040, -2.52460], [5.71609, -5.44193, -2.83432], [4.20808, -6.32773, -3.19327], [4.86406, -2.88598, -3.93712], [4.51450, -1.52924, -2.06406], [2.81064, -1.24071, -2.80218], [2.41398, -2.45423, -0.40920], [4.08436, -2.97823, -0.61017], [-0.88488, -0.60551, 0.29127], [-1.78682, 0.30557, 1.09553], [-1.06042, 1.63264, 0.99752], [-0.37723, 1.63870, -0.26618], [-0.40942, 0.31738, -0.81495], [-1.38548, -1.49831, -0.08545], [-0.03452, -0.92237, 0.90536], [-2.76611, 0.37875, 0.61217], [-1.93857, -0.02214, 2.12473], [-0.30767, 1.73331, 1.78622], [-1.73801, 2.48627, 1.05303], [-1.11004, 0.32084, -1.65717], [0.58348, 0.05020, -1.18882], [-4.05966, 5.68759, 3.72196], [-3.22849, 6.15781, 2.54808], [-2.03038, 5.23102, 2.61896], [-2.49510, 3.99336, 3.17638], [-3.81590, 4.19124, 3.70095], [-5.11630, 5.94768, 3.64454], [-3.66835, 6.11717, 4.64968], [-3.77612, 5.99007, 1.61509], [-2.95444, 7.21261, 2.59756], [-1.25798, 5.62975, 3.28508], [-1.58377, 5.04719, 1.63885], [-4.52122, 3.68380, 3.03368], [-3.88858, 3.73982, 4.69258]],
  "lowdin_charge": [0.222, -0.188, 0.161, -0.101, -0.108, 0.055, -0.317, 0.091, 0.099, -0.339, 0.110, 0.121, 0.115, 0.163, 0.158, 0.170, 0.144, 0.136, 0.154, 0.148, -0.195, -0.164, -0.192, -0.133, -0.219, 0.102, 0.111, 0.121, 0.120, 0.123, 0.108, 0.122, 0.097, -0.177, -0.177, -0.208, -0.158, -0.204, 0.116, 0.117, 0.117, 0.116, 0.119, 0.113, 0.117, 0.117]
}